Entry 1:
A cluster of 2 separate species, C2H6N2O in total at a distorted geometry, computed with wB97M-V/def2-TZVPD.

The relative energy (zero: lowest compared OMol25 entry of this formula, charge and spin) comes out at 230.3 kJ/mol. Its total energy is -264.15138 hartree. Its total charge is +1. As for the spin multiplicity: 2.

Structure (XYZ):
```
11
C2H6N2O, DFT wB97M-V/def2-TZVPD
O -2.14 -0.91 0.35
C -2.19 0.24 0.65
H -1.54 0.76 1.38
H -2.88 0.90 0.10
N 0.51 -0.15 -1.13
C 1.57 0.13 -0.35
N 1.57 -0.29 0.89
H 0.58 -0.82 -1.90
H -0.35 -0.34 -0.58
H 2.35 0.80 -0.69
H 2.52 -0.32 1.27
```

Löwdin atomic charge list, values in e, 4 entries: 0.00, -0.14, 0.09, 0.10

Entry 2:
A structure of composition C17H34O2P2W at a distorted geometry, computed with wB97M-V/def2-TZVPD.

The relative energy (zero: lowest compared OMol25 entry of this formula, charge and spin) comes out at 0.0 kJ/mol. Its total energy is -1567.45730 hartree. Its total charge is +2. As for the spin multiplicity: 3.

Structure (XYZ):
```
56
C17H34O2P2W, DFT wB97M-V/def2-TZVPD
P -0.02 -1.88 -1.83
P 0.04 1.81 -1.99
C -0.35 -0.75 -3.29
C 0.40 0.58 -3.35
H -1.45 -0.59 -3.33
H -0.09 -1.36 -4.16
H 1.49 0.40 -3.34
H 0.18 1.06 -4.31
C -1.42 2.72 -2.70
H -1.77 3.48 -1.98
H -2.29 2.05 -2.91
H -1.14 3.23 -3.64
C 1.46 2.85 -2.46
H 1.26 3.41 -3.39
H 2.34 2.22 -2.60
H 1.67 3.57 -1.66
C -1.26 -3.11 -2.36
H -1.31 -3.93 -1.65
H -0.95 -3.49 -3.34
H -2.25 -2.64 -2.45
C 1.54 -2.67 -2.27
H 2.33 -1.93 -2.51
H 1.39 -3.34 -3.14
H 1.90 -3.29 -1.42
W 0.40 -0.27 2.08
C 0.39 1.97 0.80
C -0.89 1.32 1.06
C -1.56 0.34 0.12
C -1.84 -1.12 0.61
C -0.58 -1.94 0.67
C 0.81 -1.62 0.46
C 1.51 -0.26 0.04
C 1.64 1.05 0.93
C 0.61 -1.72 3.55
H 0.53 3.04 0.97
H -1.60 1.83 1.73
H -0.95 0.21 -0.79
H -2.50 0.81 -0.22
H -2.42 -1.09 1.56
H -2.58 -1.59 -0.09
H -0.74 -2.97 0.98
H 1.52 -2.45 0.57
H 1.09 0.16 -0.92
H 2.54 -0.55 -0.29
H 2.03 0.77 1.98
H 2.54 1.56 0.51
H 1.55 -1.45 4.05
H 0.64 -2.75 3.22
H -0.20 -1.55 4.28
C -0.91 1.40 6.08
O -0.31 0.47 5.15
C 0.22 1.00 4.01
O 0.55 2.19 4.00
H -0.12 1.93 6.62
H -1.49 0.79 6.78
H -1.55 2.10 5.55
```

Löwdin atomic charge list, values in e, 4 entries: 1.00, 0.93, -0.34, -0.38

Entry 3:
An isolated molecule of C4H7NO at a distorted geometry, computed with wB97M-V/def2-TZVPD.

The relative energy (zero: lowest compared OMol25 entry of this formula, charge and spin) comes out at 305.9 kJ/mol. Its total energy is -286.51515 hartree. As for the spin multiplicity: 1. The SMILES is C1N[C@H]1[C@H]1CO1.

Structure (XYZ):
```
13
C4H7NO, DFT wB97M-V/def2-TZVPD
C -1.79 -0.31 -0.14
N -1.18 0.86 0.47
C -0.54 0.27 -0.68
C 0.74 -0.42 -0.37
C 1.83 0.24 0.34
O 1.04 -0.61 1.11
H -1.72 -1.26 0.37
H -2.73 -0.14 -0.64
H -0.60 0.63 1.31
H -0.57 0.86 -1.59
H 0.95 -1.31 -0.92
H 2.85 -0.09 0.19
H 1.71 1.29 0.57
```

Löwdin atomic charge list, values in e, 4 entries: -0.14, 0.02, -0.29, -0.18

Entry 4:
An isolated molecule of C25H27ClN4O5S at a distorted geometry, computed with wB97M-V/def2-TZVPD.

The relative energy (zero: lowest compared OMol25 entry of this formula, charge and spin) comes out at 0.0 kJ/mol. Its total energy is -2422.48226 hartree. As for the spin multiplicity: 1. The SMILES is Cn1cc(C(=O)N2CCN(c3cccc(Cl)c3)CC2)c(=O)c2cc(S(=O)(=O)N3CCOCC3)ccc21.

Structure (XYZ):
```
63
C25H27ClN4O5S, DFT wB97M-V/def2-TZVPD
C 3.80 1.55 -0.45
N 2.59 0.78 -0.64
C 2.51 -0.47 -0.16
C 1.42 -1.28 -0.25
C 0.25 -0.85 -1.01
O -0.74 -1.54 -1.20
C 0.38 0.52 -1.54
C -0.69 1.04 -2.27
C -0.65 2.33 -2.74
C 0.46 3.13 -2.50
C 1.54 2.63 -1.81
C 1.52 1.31 -1.32
H 2.39 3.26 -1.64
H 0.45 4.14 -2.87
S -2.01 2.98 -3.71
O -1.91 2.48 -5.05
O -2.06 4.40 -3.52
N -3.30 2.21 -2.98
C -4.45 1.93 -3.82
H -4.08 1.49 -4.74
C -5.37 0.97 -3.06
H -6.29 0.79 -3.61
O -5.76 1.53 -1.82
C -4.64 1.82 -1.01
H -5.04 2.25 -0.09
C -3.69 2.80 -1.71
H -2.79 2.95 -1.12
H -4.19 3.76 -1.87
H -4.10 0.89 -0.78
H -4.84 0.02 -2.89
H -5.00 2.86 -4.05
H -1.55 0.41 -2.44
C 1.58 -2.64 0.34
O 2.65 -3.22 0.22
N 0.53 -3.20 0.99
C -0.57 -2.47 1.57
H -0.57 -1.44 1.20
C -0.41 -2.51 3.11
N 0.98 -2.72 3.46
C 1.87 -1.67 3.34
C 1.46 -0.38 2.96
C 2.38 0.65 2.88
C 3.72 0.47 3.17
C 4.12 -0.80 3.58
C 3.22 -1.84 3.67
H 3.58 -2.80 4.02
H 5.15 -0.97 3.84
H 4.42 1.28 3.10
Cl 1.81 2.21 2.37
H 0.44 -0.16 2.72
C 1.38 -4.07 3.09
H 1.02 -4.77 3.85
C 0.79 -4.43 1.70
H 1.50 -5.02 1.13
H -0.15 -4.97 1.79
H 2.47 -4.12 3.04
H -0.97 -3.35 3.52
H -0.79 -1.60 3.57
H -1.51 -2.93 1.26
H 3.38 -0.85 0.36
H 4.22 1.86 -1.41
H 4.53 0.93 0.07
H 3.60 2.43 0.16
```

Löwdin atomic charge list, values in e, 4 entries: -0.03, -0.07, 0.01, -0.04

Entry 5:
A structure of composition C20H23BFeN5 at a distorted geometry, computed with wB97M-V/def2-TZVPD.

The relative energy (zero: lowest compared OMol25 entry of this formula, charge and spin) comes out at 104.2 kJ/mol. Its total energy is -2337.68001 hartree. Its total charge is +2. As for the spin multiplicity: 2.

Structure (XYZ):
```
50
C20H23BFeN5, DFT wB97M-V/def2-TZVPD
Fe 0.47 0.53 0.38
C -0.85 -2.01 -0.98
C -2.19 -1.37 -0.74
C -2.37 -0.75 0.60
C -3.63 -0.74 1.19
C -3.80 -0.20 2.45
C -2.70 0.29 3.13
C -1.48 0.28 2.49
N -1.31 -0.20 1.24
N 0.21 -1.06 -1.34
C -0.05 -0.39 -2.62
C 0.72 0.88 -2.67
C 1.23 1.41 -3.83
C 1.87 2.64 -3.80
C 1.95 3.32 -2.59
C 1.44 2.73 -1.46
N 0.84 1.52 -1.49
C 1.51 -1.74 -1.42
C 2.11 -1.89 -0.07
C 2.98 -2.91 0.24
C 3.60 -2.92 1.48
C 3.31 -1.91 2.39
C 2.41 -0.93 2.02
N 1.83 -0.92 0.81
H -0.52 -2.52 -0.07
H -0.97 -2.75 -1.76
H -2.43 -0.61 -1.49
H -2.95 -2.14 -0.86
H -4.46 -1.17 0.64
H -4.79 -0.18 2.90
H -2.77 0.67 4.14
H -0.60 0.63 3.00
H 0.18 -1.03 -3.47
H -1.11 -0.14 -2.68
H 1.14 0.86 -4.76
H 2.28 3.07 -4.70
H 2.41 4.30 -2.53
H 1.49 3.21 -0.50
H 1.42 -2.71 -1.91
H 2.19 -1.13 -2.02
H 3.19 -3.69 -0.49
H 4.30 -3.71 1.74
H 3.76 -1.88 3.37
H 2.14 -0.13 2.69
B 0.05 3.88 3.28
C 0.47 2.83 2.28
N 0.71 1.98 1.51
H -0.55 4.73 2.66
H -0.46 3.29 4.21
H 0.95 4.53 3.76
```

Löwdin atomic charge list, values in e, 4 entries: 0.89, -0.14, -0.10, -0.24

Entry 6:
An isolated molecule of C2H5NOS at a distorted geometry, computed with wB97M-V/def2-TZVPD.

The relative energy (zero: lowest compared OMol25 entry of this formula, charge and spin) comes out at 292.7 kJ/mol. Its total energy is -607.29532 hartree. As for the spin multiplicity: 1.

Structure (XYZ):
```
10
C2H5NOS, DFT wB97M-V/def2-TZVPD
C -0.67 -1.10 0.12
C 0.87 1.36 -0.63
N -1.84 -1.36 0.47
O 0.79 0.28 1.93
S -0.13 0.61 0.80
H 0.02 -1.76 -0.48
H 1.47 2.12 -0.19
H 0.29 1.61 -1.53
H 1.61 0.52 -0.82
H -2.41 -2.29 0.34
```

Löwdin atomic charge list, values in e, 4 entries: -0.38, -0.25, 0.00, -0.57

Question: The highest relative energy (zero: lowest compared OMol25 entry of this formula, charge and spin) belongs to which entry?
Answer: C4H7NO

Question: relative energy (zero: lowest compared OMol25 entry of this formula, charge and spin) of number 4 (C25H27ClN4O5S)?
Answer: 0.0 kJ/mol